Formula: C39H82O15
Source: the OMol25 dataset
Level of theory: ωB97M-V with the def2-TZVPD basis set

Cartesian coordinates (Å):
1 C -1.5059 5.1720 -3.3127
2 C -1.1739 6.5013 -2.6853
3 O -1.3733 7.5540 -3.2383
4 C -0.5816 6.4998 -1.3057
5 H -1.4966 5.3415 -4.3483
6 H -2.4908 4.8802 -2.9539
7 H -0.7915 4.3551 -3.0917
8 H -0.5025 7.5114 -0.9724
9 H 0.4158 6.0836 -1.4999
10 H -1.2086 5.8732 -0.6221
11 C -4.7929 -2.3649 -0.6853
12 C -3.3566 -2.8076 -0.5879
13 O -2.5106 -2.0971 -1.0193
14 C -3.0785 -4.1259 0.0408
15 H -5.3112 -2.4089 -1.6177
16 H -4.7918 -1.3093 -0.2850
17 H -5.4303 -2.8113 0.1064
18 H -3.5312 -4.0350 1.0863
19 H -1.9962 -4.3903 0.1634
20 H -3.6026 -4.9017 -0.4815
21 C 4.2451 -1.3648 -3.8352
22 C 4.5566 -2.2934 -2.7306
23 O 4.4615 -3.4892 -2.8591
24 C 5.0377 -1.7084 -1.4325
25 H 3.9172 -1.9397 -4.7068
26 H 5.0642 -0.6819 -4.1536
27 H 3.4208 -0.6546 -3.5439
28 H 4.2198 -1.0820 -1.0474
29 H 5.8952 -0.9922 -1.5106
30 H 5.2054 -2.4986 -0.6770
31 C -1.1901 -5.6409 -3.0255
32 C -1.9305 -4.5477 -3.6983
33 O -3.1337 -4.4288 -3.4926
34 C -1.1450 -3.6196 -4.6022
35 H -1.8017 -6.5366 -2.8038
36 H -0.8899 -5.1027 -2.0800
37 H -0.2536 -6.0296 -3.4057
38 H -1.8203 -3.2281 -5.4074
39 H -0.1798 -3.8996 -4.9217
40 H -0.8964 -2.7765 -3.9805
41 C 5.2268 3.8302 1.1649
42 C 4.9220 3.2262 -0.1973
43 O 5.1793 2.0863 -0.5236
44 C 4.3049 4.2171 -1.1704
45 H 5.8925 4.7356 1.0152
46 H 5.6807 3.0542 1.7679
47 H 4.3512 4.1675 1.7487
48 H 5.0936 4.9077 -1.4197
49 H 3.5267 4.8380 -0.7508
50 H 3.9523 3.7180 -2.0986
51 C -1.7169 1.9946 4.5000
52 C -2.4888 1.5691 3.2772
53 O -3.0370 2.3884 2.5838
54 C -2.6453 0.1036 2.9861
55 H -1.5852 3.1030 4.4813
56 H -0.7493 1.4495 4.5958
57 H -2.2956 1.6831 5.4244
58 H -2.6097 -0.4908 3.8892
59 H -1.8148 -0.1743 2.3340
60 H -3.5278 -0.1438 2.4276
61 C -2.1562 1.1454 -3.3211
62 C -3.6086 0.7900 -3.6828
63 O -4.5721 1.3443 -3.2464
64 C -3.8224 -0.3558 -4.6005
65 H -1.5672 0.3032 -2.9800
66 H -2.1754 1.9310 -2.5718
67 H -1.4830 1.3973 -4.1492
68 H -3.3426 -0.1623 -5.5913
69 H -4.8654 -0.5329 -4.7730
70 H -3.3889 -1.2495 -4.1753
71 C -0.5016 -2.3201 4.6883
72 C 0.2035 -2.3793 3.3778
73 O 1.1380 -1.6791 3.1278
74 C -0.3317 -3.3504 2.3296
75 H -1.5456 -2.5387 4.5975
76 H -0.3629 -1.4680 5.3221
77 H -0.0713 -3.2005 5.1815
78 H 0.3480 -3.3116 1.4871
79 H -1.3580 -3.1318 2.0399
80 H -0.4219 -4.4055 2.6670
81 C -5.0282 4.0105 -1.0689
82 C -4.0631 2.9757 -0.5586
83 O -2.8987 3.2841 -0.4772
84 C -4.5918 1.6200 -0.1875
85 H -5.7609 4.2106 -0.2747
86 H -5.4567 3.7934 -2.0365
87 H -4.4361 4.9260 -1.2752
88 H -3.9313 0.8779 -0.6388
89 H -5.6082 1.4508 -0.6101
90 H -4.4298 1.5765 0.8931
91 C -2.0411 5.7278 3.4678
92 C -0.5980 5.3392 3.4591
93 O -0.0837 4.6947 4.3539
94 C 0.2966 5.9103 2.3517
95 H -2.6403 4.8749 3.1559
96 H -2.2690 6.5724 2.7811
97 H -2.3649 6.0561 4.4461
98 H 1.2086 5.3300 2.3465
99 H 0.4644 6.9873 2.4471
100 H -0.2227 5.8120 1.4265
101 C 3.2461 -3.1725 5.9225
102 C 3.4649 -3.5197 4.4625
103 O 3.1117 -4.5539 3.9518
104 C 4.2348 -2.5331 3.5940
105 H 2.9070 -4.0684 6.4802
106 H 2.4404 -2.4337 6.0343
107 H 4.1729 -2.7766 6.3358
108 H 4.3858 -3.0643 2.6657
109 H 5.2331 -2.2155 3.9547
110 H 3.6344 -1.6460 3.3939
111 C 3.0060 -5.6889 0.6949
112 C 2.2350 -5.3709 -0.5545
113 O 1.1624 -4.7984 -0.4613
114 C 2.7402 -5.9062 -1.8007
115 H 4.0505 -5.4334 0.5117
116 H 2.8763 -6.7489 0.8297
117 H 2.7262 -5.0983 1.5511
118 H 2.0042 -5.7422 -2.5530
119 H 3.1251 -6.9003 -1.7160
120 H 3.4962 -5.2000 -2.0612
121 C 0.0023 0.6984 -0.1958
122 C 0.9000 -0.0365 -1.1840
123 O 1.2257 0.5732 -2.1584
124 C 1.1337 -1.5448 -1.0183
125 H 0.4763 1.0326 0.7292
126 H -0.9046 0.1159 0.0203
127 H -0.2775 1.5459 -0.7368
128 H 1.5161 -1.7999 -0.0153
129 H 1.7724 -1.9631 -1.8427
130 H 0.1079 -1.9126 -1.0933
131 O 1.1489 0.6660 4.1459
132 H 1.5254 1.4863 4.4920
133 H 1.8194 0.0472 3.8462
134 O 1.3259 3.2559 -3.4545
135 H 1.4908 2.4804 -2.9228
136 H 1.4930 3.1020 -4.3872

Results
* DFT total energy: -72483.853 eV
* 2S+1: 1
* Kohn-Sham gap: 9.293 eV

***

Formula: C27H23BFeN9O2S2
Source: the OMol25 dataset
Level of theory: ωB97M-V with the def2-TZVPD basis set

Cartesian coordinates (Å):
1 Fe -1.3745 0.3836 1.0110
2 C -1.1534 3.2186 -2.4396
3 C -1.7074 2.0793 -1.8590
4 N -1.4565 2.0643 -0.5567
5 N -0.7642 3.1705 -0.2673
6 C -0.5707 3.8867 -1.3816
7 B -0.3972 3.5655 1.1739
8 N 0.6687 2.6037 1.7407
9 C 1.9084 2.9165 2.1420
10 C 2.4349 1.8381 2.8207
11 C 1.4199 0.8845 2.7916
12 N 0.3702 1.3585 2.1368
13 N -1.6420 3.3955 2.0461
14 C -2.2024 4.2942 2.8663
15 C -3.2131 3.6744 3.5694
16 C -3.2044 2.3627 3.0976
17 N -2.2549 2.2162 2.1856
18 H -1.1818 3.5140 -3.4685
19 H -2.2839 1.2954 -2.3086
20 H -0.0403 4.8157 -1.3609
21 H 0.0012 4.6803 1.2048
22 H 2.3353 3.8722 1.9126
23 H 3.3958 1.7726 3.2854
24 H 1.4015 -0.1001 3.2117
25 H -1.8620 5.3075 2.8958
26 H -3.8503 4.1065 4.3117
27 H -3.8217 1.5335 3.3810
28 S -1.1900 -1.9855 2.5672
29 C -2.4740 -2.3227 1.4909
30 S -3.4366 -0.9451 1.0685
31 C -2.7542 -3.5760 0.9696
32 C -3.8811 -3.7649 0.1524
33 N -4.8054 -3.9170 -0.5138
34 C -1.8882 -4.6639 1.1377
35 N -1.1679 -5.5548 1.2301
36 C 2.7594 -3.5005 -1.7264
37 O 2.1154 -2.3123 -2.1318
38 C 0.7707 -2.3295 -2.3243
39 C -0.0328 -3.4475 -2.1210
40 C -1.3858 -3.4077 -2.4053
41 C -1.9512 -2.2622 -2.9416
42 C -1.1636 -1.1474 -3.1501
43 C 0.1808 -1.1386 -2.7954
44 N 0.9249 0.0380 -2.9668
45 C 1.8972 0.5030 -2.1822
46 C 2.2497 0.0281 -0.9214
47 C 3.5893 0.1855 -0.4806
48 C 4.0720 -0.5175 0.5814
49 C 3.2326 -1.4194 1.2644
50 C 1.9038 -1.4872 0.9673
51 C 1.3277 -0.6941 -0.0665
52 O 0.0693 -0.6133 -0.2220
53 H 3.8198 -3.2559 -1.6778
54 H 2.6002 -4.3046 -2.4507
55 H 2.4199 -3.8268 -0.7397
56 H 0.3956 -4.3558 -1.7264
57 H -1.9936 -4.2826 -2.2260
58 H -3.0026 -2.2383 -3.1804
59 H -1.5869 -0.2526 -3.5789
60 H 0.6872 0.5797 -3.7888
61 H 2.5114 1.2810 -2.6212
62 H 4.2449 0.8081 -1.0724
63 H 5.1064 -0.4322 0.8759
64 H 3.6466 -2.0455 2.0428
65 H 1.2363 -2.1327 1.5212

Results
* energy above the lowest of the compared OMol25 structures with the same formula, charge and spin: 94.32 kJ/mol
* DFT total energy: -102612.866 eV
* 2S+1: 6
* Kohn-Sham gap (spin up / spin down): 7.136 / 5.591 eV
* ⟨S²⟩: 8.768

***

Formula: C5H11N
Source: the OMol25 dataset
Level of theory: ωB97M-V with the def2-TZVPD basis set

Cartesian coordinates (Å):
1 C -0.2446 2.5370 0.1128
2 C 1.1522 2.0429 -0.2630
3 H -0.8215 1.7463 0.5922
4 H -0.8008 2.8888 -0.7587
5 H -0.1769 3.3671 0.8189
6 H 1.1003 1.3618 -1.1155
7 H 1.8091 2.8637 -0.5509
8 H 1.6139 1.4918 0.5548
9 C 0.2111 -2.2559 0.6926
10 C -0.5648 -3.3304 0.5938
11 C -0.6958 -0.7078 -0.7354
12 N -0.2052 -0.9364 0.4033
13 H 1.2322 -2.3085 1.0515
14 H -1.5579 -3.2708 0.1670
15 H -0.1886 -4.2855 0.9320
16 H -1.0483 0.2824 -0.9998
17 H -0.8147 -1.4867 -1.4955

Results
* energy above the lowest of the compared OMol25 structures with the same formula, charge and spin: 159.90 kJ/mol
* DFT total energy: -6851.871 eV
* 2S+1: 1
* Kohn-Sham gap: 10.388 eV
* SMILES: C=CN=C.CC

***

Formula: C2H2FNiO
Source: the OMol25 dataset
Level of theory: ωB97M-V with the def2-TZVPD basis set

Cartesian coordinates (Å):
1 F -0.7160 2.5534 -0.4473
2 O -1.0150 0.7335 -0.2736
3 Ni 0.9108 1.6319 -0.6485
4 C 0.7226 -0.2437 0.1624
5 C -0.0011 -1.2903 0.4838
6 H -0.4030 -1.8707 1.3094
7 H 0.5017 -1.5140 -0.5862

Results
* energy above the lowest of the compared OMol25 structures with the same formula, charge and spin: 774.31 kJ/mol
* DFT total energy: -47896.122 eV
* net charge: +1
* 2S+1: 3
* Kohn-Sham gap (spin up / spin down): 9.129 / 7.894 eV
* ⟨S²⟩: 2.453

***

Formula: C4H12F4InN2O10S4
Source: the OMol25 dataset
Level of theory: ωB97M-V with the def2-TZVPD basis set

Cartesian coordinates (Å):
1 In 0.0257 -0.0482 0.1790
2 N 0.7694 2.0898 -1.5954
3 S 1.7843 1.9934 -2.7979
4 O 3.0137 2.7739 -2.7815
5 O 1.1757 1.6392 -4.0506
6 F 2.3948 0.6214 -2.3069
7 S 0.2493 3.6628 -1.9394
8 O -1.0190 3.5431 -2.5872
9 O 1.1369 4.6617 -2.3838
10 F -0.1060 4.1063 -0.4483
11 N 0.8060 -2.0143 -1.7212
12 S 0.5929 -2.2596 -3.3045
13 O 0.0867 -3.5130 -3.7390
14 O 1.6055 -1.5164 -4.0130
15 F -0.6964 -1.3106 -3.4387
16 S 2.1560 -3.0869 -1.5175
17 O 3.3941 -2.7180 -2.1138
18 O 1.7733 -4.4638 -1.4678
19 F 2.2965 -2.7518 0.0413
20 C 1.3596 -3.3721 3.7844
21 C 0.4280 -2.3298 3.1789
22 O 0.1786 -2.4603 1.7725
23 H 0.9201 -4.3707 3.8142
24 H 1.5514 -3.0944 4.8209
25 H 2.3112 -3.4552 3.2575
26 H 0.8215 -1.3317 3.3667
27 H -0.5007 -2.4785 3.7372
28 H -0.0460 -3.3914 1.6427
29 C -4.1324 2.7054 1.6437
30 C -2.7402 3.0415 1.0454
31 O -1.7988 1.9805 1.2583
32 H -4.9464 3.0132 0.9886
33 H -4.2660 3.2486 2.5768
34 H -4.1967 1.6242 1.7494
35 H -2.3947 4.0172 1.3844
36 H -2.7739 3.1074 -0.0429
37 H -1.2140 2.1369 2.0075

Results
* DFT total energy: -87164.175 eV
* net charge: +1
* 2S+1: 1
* Kohn-Sham gap: 3.012 eV

***

Formula: C6H24FN12O6
Source: the OMol25 dataset
Level of theory: ωB97M-V with the def2-TZVPD basis set

Cartesian coordinates (Å):
1 F -0.7644 0.4852 0.3460
2 C -2.9097 2.6784 1.9732
3 O -3.5663 3.4270 2.5815
4 N -2.7751 2.6524 0.6783
5 N -2.0461 1.8076 2.4802
6 H -3.2486 3.3930 0.1809
7 H -1.9484 2.1684 0.3582
8 H -1.8808 1.7121 3.4720
9 H -1.4581 1.5255 1.7090
10 C 3.0103 -1.8059 -0.4302
11 O 4.0231 -2.2400 0.1595
12 N 2.8272 -1.9262 -1.6836
13 N 1.9365 -1.4467 0.1559
14 H 3.6365 -2.1579 -2.2417
15 H 2.0348 -1.4201 -2.0525
16 H 1.1888 -1.2613 -0.4974
17 H 1.7488 -1.2496 1.1285
18 C -2.6228 -1.9460 -0.9854
19 O -3.3778 -2.7608 -1.4393
20 N -1.4936 -2.0721 -0.3858
21 N -2.9562 -0.6439 -0.9255
22 H -1.2471 -1.2414 0.1331
23 H -1.1662 -3.0229 -0.2910
24 H -2.2197 -0.0643 -0.5488
25 H -3.7856 -0.3278 -1.4074
26 C 0.8612 -2.0305 2.8714
27 O 1.9879 -1.5898 3.0389
28 N 0.4746 -3.2657 2.9299
29 N -0.1987 -1.3090 2.7745
30 H -0.5259 -3.3460 3.0424
31 H 1.1309 -4.0313 2.9852
32 H -0.9956 -1.7827 3.1752
33 H -0.1077 -0.4378 2.2717
34 C 2.1836 2.1828 0.5528
35 O 3.2034 2.8115 0.9110
36 N 1.6668 2.1597 -0.6181
37 N 1.6185 1.5607 1.5090
38 H 0.8694 1.5511 -0.7364
39 H 2.1252 2.5831 -1.4122
40 H 0.6948 1.1713 1.3852
41 H 1.9640 1.7618 2.4365
42 C 0.6465 0.7479 -3.4427
43 O 1.5910 0.1590 -2.9346
44 N 0.6217 1.0249 -4.7357
45 N -0.3746 1.1356 -2.8041
46 H -0.0749 1.6015 -5.1856
47 H 1.4207 0.7176 -5.2716
48 H -0.5810 0.8764 -1.8500
49 H -1.1417 1.4855 -3.3600

Results
* energy above the lowest of the compared OMol25 structures with the same formula, charge and spin: 21.68 kJ/mol
* DFT total energy: -39495.050 eV
* 2S+1: 2
* Kohn-Sham gap (spin up / spin down): 8.781 / 3.487 eV
* ⟨S²⟩: 0.753